1.
Here is a 3-piece molecular cluster, C37H37F30N2O6S2 overall from OMol25. Energies are from the ωB97M-V functional and the def2-TZVPD basis.

Summary:
Calculated total energy, eV: -157389.094
Orbital gap, eV: 4.924
Total charge: +1
Spin multiplicity: 1

The geometry in XYZ format:
```
114
C37H37F30N2O6S2 | OMol25 | the ωB97M-V functional and the def2-TZVPD basis
C 2.278 -0.309 1.518
C 3.369 -0.669 2.506
C 4.592 0.425 2.651
O 4.351 1.484 3.456
O 5.912 0.341 2.005
C 5.813 0.384 0.534
C 6.588 1.646 -0.169
C 5.607 2.717 -0.939
C 4.524 2.009 -1.976
C 3.011 2.552 -1.601
C 1.801 1.600 -2.247
C 0.314 2.178 -1.868
C 0.092 3.447 -0.799
C -1.498 3.893 -0.528
N -2.563 3.116 -1.260
C -4.005 3.575 -0.933
F -4.163 3.766 0.523
F -4.916 2.427 -1.300
C -4.450 4.826 -1.879
F -3.341 4.990 -2.894
F -5.653 4.457 -2.716
C -4.586 6.280 -1.139
F -3.465 6.526 -0.154
F -4.276 7.279 -2.237
C -6.057 6.700 -0.605
F -6.923 6.951 -1.819
F -5.913 8.063 0.031
C -6.871 5.701 0.362
F -8.308 6.182 0.332
F -6.982 4.276 -0.106
C -6.453 5.663 1.939
F -6.658 4.234 2.388
F -5.042 5.979 2.245
C -7.378 6.576 2.944
F -8.731 5.965 3.227
F -7.526 8.009 2.486
C -6.680 6.717 4.459
F -7.797 7.246 5.330
F -5.619 7.762 4.508
F -6.295 5.416 5.050
N -2.480 2.084 -2.142
C -1.122 1.564 -2.468
C -1.051 0.256 -3.510
C -0.603 -1.136 -2.771
C -1.850 -1.882 -1.942
F -2.819 -0.873 -1.370
F -1.216 -2.535 -0.776
C -2.755 -2.871 -2.892
F -4.207 -2.469 -2.836
F -2.347 -2.525 -4.309
C -2.480 -4.462 -2.733
F -3.044 -5.122 -3.971
F -0.986 -4.646 -2.880
C -2.901 -5.195 -1.360
F -1.763 -5.389 -0.383
F -3.293 -6.608 -1.732
C -4.144 -4.599 -0.502
F -4.203 -5.436 0.759
F -3.971 -3.202 0.000
C -5.630 -4.751 -1.176
F -6.385 -3.503 -0.827
F -6.370 -5.862 -0.470
F -5.645 -5.084 -2.616
H 1.238 0.139 1.821
H 2.513 -0.431 0.358
H 3.313 -1.695 3.095
H 4.680 0.328 0.248
H 6.332 -0.611 0.133
H 7.480 1.263 -0.862
H 7.115 2.249 0.712
H 5.061 3.348 -0.101
H 6.331 3.466 -1.519
H 4.636 0.843 -1.959
H 4.829 2.383 -3.066
H 2.963 2.582 -0.414
H 2.909 3.622 -2.068
H 1.924 0.552 -1.716
H 1.999 1.462 -3.393
H 0.974 3.988 -0.246
H -1.662 4.754 0.246
H -0.175 0.538 -4.270
H -2.020 0.156 -4.172
H 0.169 -0.823 -1.916
H -0.018 -1.884 -3.463
C 10.637 2.087 4.199
C 11.672 3.003 3.549
C 11.472 2.921 2.036
S 9.749 2.527 1.781
O 9.661 1.210 1.185
O 9.074 3.679 1.218
C 9.318 2.396 3.505
H 10.571 2.250 5.278
H 10.913 1.039 4.030
H 11.510 4.034 3.887
H 12.693 2.723 3.828
H 11.704 3.871 1.548
H 12.072 2.120 1.596
H 8.566 1.618 3.645
H 8.923 3.365 3.826
C -3.463 -9.569 -0.146
C -3.903 -10.810 -0.921
C -2.728 -11.786 -0.930
S -1.788 -11.449 0.551
O -0.490 -10.935 0.167
O -1.940 -12.556 1.475
C -2.790 -10.088 1.116
H -4.309 -8.916 0.090
H -2.746 -8.994 -0.744
H -4.761 -11.270 -0.416
H -4.217 -10.560 -1.940
H -3.067 -12.824 -0.917
H -2.075 -11.618 -1.791
H -2.163 -9.342 1.607
H -3.527 -10.485 1.821
```

Mulliken population analysis, charges in e, atoms 1 to 4: C -0.470; C -0.344; C 0.576; O -0.498



2.
Here is an isolated molecule of C3H7NO from OMol25. Energies are from the ωB97M-V functional and the def2-TZVPD basis.

Summary:
Calculated total energy, eV: -6760.721
Orbital gap, eV: 10.818
Total charge: 0
SMILES string: OC[C@H]1CN1
Spin multiplicity: 1
Relative energy (zero: lowest compared OMol25 entry of this formula, charge and spin), kJ/mol: 195.8

The geometry in XYZ format:
```
12
C3H7NO | OMol25 | the ωB97M-V functional and the def2-TZVPD basis
O 1.595 0.465 0.839
C 1.191 -0.596 0.014
C -0.218 -0.355 -0.513
C -1.219 0.072 0.476
N -0.615 1.057 -0.420
H 1.198 1.258 0.433
H 1.179 -1.503 0.628
H 1.897 -0.761 -0.815
H -0.538 -0.969 -1.357
H -0.907 0.165 1.510
H -2.254 -0.200 0.294
H -1.308 1.368 -1.088
```

Mulliken population analysis, charges in e, atoms 1 to 4: O -0.539; C -0.588; C 0.078; C -0.313



> The lowest calculated total energy belongs to which entry?

C37H37F30N2O6S2



> orbital gap of number 1 (C37H37F30N2O6S2)?

4.924 eV